Here is 6 unconnected molecules or ions with the total composition C12H36O12 in a non-equilibrium geometry from OMol25. Energies are from ωB97M-V with the def2-TZVPD basis set.

Output
**LUMO energy**: 0.1 eV
**Calculated total energy**: -1381.51543 Eh
**Frontier orbital gap**: 0.363 hartree
**Relative energy (zero: lowest compared OMol25 entry of this formula, charge and spin)**: 2.266 eV

Last column: natural (NBO) charge in e.
Geometry (Å):
O: -32.736 -8.399 11.281  -0.69
O: -39.876 -6.840 10.386  -0.71
O: -35.522 -8.500 4.791  -0.79
O: -39.230 -4.603 2.595  -0.74
O: -39.732 -10.386 6.124  -0.73
O: -32.720 -5.703 9.983  -0.72
O: -36.620 -9.262 0.040  -0.74
O: -35.530 -9.657 2.446  -0.74
O: -37.580 -5.493 11.436  -0.75
O: -37.887 -11.836 7.892  -0.71
O: -37.381 -4.564 0.265  -0.72
O: -36.342 -7.033 7.155  -0.73
C: -33.726 -7.873 10.421  -0.09
C: -38.646 -5.772 1.942  -0.09
C: -35.916 -6.394 5.933  -0.09
C: -33.320 -6.803 9.389  -0.09
C: -36.164 -7.210 4.636  -0.10
C: -37.476 -6.645 10.565  -0.10
C: -37.692 -11.671 6.529  -0.10
C: -38.521 -5.470 0.516  -0.09
C: -38.703 -6.639 9.660  -0.08
C: -36.438 -10.634 2.016  -0.09
C: -37.394 -10.053 1.011  -0.10
C: -38.251 -10.298 6.038  -0.09
H: -35.114 -9.385 1.625  0.50
H: -36.566 -5.050 0.412  0.46
H: -39.221 -6.681 2.120  0.17
H: -36.649 -6.529 9.864  0.17
H: -32.665 -4.994 9.338  0.47
H: -34.555 -7.543 11.047  0.18
H: -36.714 -5.275 11.790  0.48
H: -39.420 -5.066 0.051  0.20
H: -32.175 -8.873 10.663  0.46
H: -32.532 -7.163 8.728  0.15
H: -38.659 -7.483 8.972  0.18
H: -36.536 -5.504 5.827  0.18
H: -34.145 -6.436 8.779  0.18
H: -35.435 -8.943 3.944  0.50
H: -37.016 -11.022 2.855  0.19
H: -34.179 -8.685 9.853  0.16
H: -37.682 -5.951 2.418  0.17
H: -36.113 -7.957 7.027  0.48
H: -39.910 -6.051 10.931  0.47
H: -37.911 -10.024 5.040  0.18
H: -38.273 -6.429 0.061  0.17
H: -36.697 -11.982 6.212  0.19
H: -34.915 -5.970 6.009  0.17
H: -38.293 -12.485 6.122  0.16
H: -37.335 -7.595 11.080  0.17
H: -39.872 -4.826 3.274  0.47
H: -37.931 -10.888 0.561  0.18
H: -37.908 -9.551 6.754  0.18
H: -38.735 -12.270 8.006  0.46
H: -38.733 -5.675 9.152  0.16
H: -37.202 -7.449 4.403  0.17
H: -35.593 -6.753 3.828  0.18
H: -39.922 -10.881 6.925  0.45
H: -36.615 -9.779 -0.769  0.48
H: -35.810 -11.332 1.462  0.17
H: -38.099 -9.406 1.532  0.18

Cartesian forces (eV/Å) of the 2 atoms listed first:
O 0.1 0.4 -0.7
O -0.7 0.4 0.5